The following is a DFT calculation (ωB97M-V/def2-TZVPD) of a cluster of 2 separate species, C4H11NO3 in total.

## Properties
SMILES: CCC(=O)NCO.O
Energy above the lowest of the compared OMol25 structures with the same formula, charge and spin (kcal per mole): 20.9
Total energy (eV): -11959.2044
Spin multiplicity: 1
Frontier orbital gap (eV): 10.3

Geometry as XYZ:
```
19
C4H11NO3 ωB97M-V/def2-TZVPD
C 0.66320 -0.57275 2.56160
C -0.25548 0.01015 1.48560
C -0.43759 -0.90942 0.30579
O -0.13805 -2.08807 0.34768
N -1.03084 -0.38364 -0.79856
C -1.23298 1.03401 -1.05908
O -0.02874 1.78458 -1.08553
H 1.41645 -1.21598 2.12464
H 1.07751 0.27346 3.11037
H 0.07594 -1.10605 3.30961
H 0.12796 0.98123 1.16866
H -1.25961 0.12326 1.91097
H -1.14293 -1.00181 -1.58826
H -1.73054 1.10461 -2.01685
H -1.76885 1.42357 -0.19590
H 0.53134 1.52355 -1.82849
O 1.93194 -0.06677 -2.71827
H 2.13491 -0.63270 -1.96371
H 1.06636 -0.28123 -3.07027
```

The following is a DFT calculation (ωB97M-V/def2-TZVPD) of a cluster of 2 separate species, C21H25N2 in total.

## Properties
Energy above the lowest of the compared OMol25 structures with the same formula, charge and spin (kcal per mole): 76.5
Total energy (eV): -25154.6256
Net charge: +1
Spin multiplicity: 1
Frontier orbital gap (eV): 4.8

Geometry as XYZ:
```
48
C21H25N2 ωB97M-V/def2-TZVPD
C -0.08927 1.12776 -1.75831
C 1.16130 1.29118 -2.42037
C 2.03875 0.15539 -2.43966
C 3.28547 0.20277 -3.04105
C 3.72696 1.38521 -3.65984
C 2.89413 2.51162 -3.66621
C 1.63831 2.47198 -3.06824
C -1.15853 2.03997 -1.53095
C -2.28138 1.55263 -0.78368
C -3.37292 2.35372 -0.49353
C -3.40397 3.68943 -0.92981
C -2.32538 4.20057 -1.66330
C -1.22834 3.40039 -1.96486
H -0.26159 0.12062 -1.36317
H 1.68273 -0.75672 -1.95527
H 3.92212 -0.68321 -3.03052
H 4.70721 1.42298 -4.13005
H 3.22659 3.43661 -4.14288
H 1.02750 3.36522 -3.10367
H -2.23997 0.51504 -0.44368
H -4.20756 1.94073 0.07533
H -4.26030 4.31907 -0.69916
H -2.33736 5.23781 -2.00586
H -0.41853 3.83751 -2.53520
C -1.99166 -2.43629 1.05380
C -0.74412 -3.07966 1.61473
C -1.10986 -4.08827 2.69234
C 0.03344 -3.78246 0.51296
N 0.09351 -2.02274 2.19667
C -0.20144 -0.71946 2.18031
N 0.81950 -0.11651 2.84225
C 0.93719 1.29680 3.11764
C 1.77278 -1.05884 3.23091
C 1.31472 -2.26149 2.82108
H -1.75272 -1.72619 0.25433
H -2.61228 -3.23163 0.62385
H -2.57181 -1.93694 1.83717
H -0.23142 -4.61076 3.08873
H -1.66133 -3.60852 3.50947
H -1.77294 -4.84121 2.24884
H 0.91834 -4.30224 0.89923
H -0.62219 -4.53183 0.05311
H 0.32758 -3.07643 -0.27349
H 0.05578 1.81906 2.72541
H 1.01798 1.48807 4.19881
H 1.84317 1.71668 2.65500
H 2.66802 -0.78702 3.75122
H 1.74379 -3.24037 2.91957
```

The following is a DFT calculation (ωB97M-V/def2-TZVPD) of the molecule C8H12N2.

## Properties
SMILES: CCc1cc(C)cc(N)n1
Energy above the lowest of the compared OMol25 structures with the same formula, charge and spin (kcal per mole): 35.5
Total energy (eV): -11469.6992
Spin multiplicity: 1
Frontier orbital gap (eV): 9.5

Geometry as XYZ:
```
22
C8H12N2 ωB97M-V/def2-TZVPD
C -3.02113 -0.12101 -0.60215
C -2.19530 0.43773 0.56379
C -0.79020 0.26486 0.12947
C -0.27322 -0.97845 0.18698
C 1.18184 -0.90980 -0.00285
C 2.12021 -2.17126 0.01909
C 1.78351 0.27259 -0.34175
C 1.00834 1.48286 -0.18201
N 1.85135 2.70528 -0.08991
N -0.24350 1.46203 0.05775
H -4.07861 -0.36370 -0.27532
H -2.48214 -0.92824 -1.01251
H -3.10491 0.76129 -1.39948
H -2.46780 1.44267 0.72192
H -2.25245 -0.25500 1.37971
H -0.81417 -1.88777 0.45977
H 3.09110 -1.94896 -0.54790
H 1.58241 -2.99426 -0.49862
H 2.41405 -2.51115 1.06319
H 2.88692 0.32236 -0.56204
H 2.61547 2.56402 0.55013
H 1.18823 3.35390 0.38273
```

The following is a DFT calculation (ωB97M-V/def2-TZVPD) of a structure of composition C26H57AlBFNO13.

## Properties
Total energy (eV): -65986.2200
Net charge: -1
Spin multiplicity: 1
Frontier orbital gap (eV): 6.3

Geometry as XYZ:
```
100
C26H57AlBFNO13 ωB97M-V/def2-TZVPD
C -1.65250 -0.12105 3.54229
C -1.34457 -1.63712 3.82859
F -1.84051 -2.32951 2.66925
Al 0.70174 -1.85031 3.90408
B 1.34441 -3.43566 5.11118
N 1.99922 -4.70956 4.61869
O 1.19839 -3.36916 6.55718
H -2.36244 0.26210 4.29150
H -0.71290 0.44869 3.59139
H -2.01803 0.00821 2.51501
H -1.87334 -1.97777 4.73617
H 1.23667 -2.07244 2.39817
H 1.27920 -0.47599 4.55164
H 1.76209 -5.48339 5.24546
H 2.99274 -4.55960 4.80604
H 1.71069 -2.60423 6.79819
O -2.30800 1.23887 0.84239
C -1.51048 0.94210 -0.01030
O -0.21261 1.10700 0.23633
C 0.82133 0.63092 -0.63728
C 1.08709 1.61479 -1.75263
C -1.95279 0.46979 -1.36956
H 0.58766 -0.36916 -1.00603
H 1.70976 0.52934 -0.02001
H 0.21173 1.75054 -2.37886
H 1.90652 1.27223 -2.37713
H 1.34306 2.59344 -1.34393
H -2.20845 1.33419 -1.98112
H -2.83682 -0.15436 -1.24480
H -1.21365 -0.13191 -1.89244
O 6.07793 -3.06736 0.10501
C 5.72993 -4.17391 0.40937
O 4.76170 -4.33739 1.31691
C 4.17814 -5.60896 1.61909
C 5.01274 -6.36187 2.63352
C 6.42450 -5.38692 -0.15320
H 4.00551 -6.18507 0.70720
H 3.19667 -5.40100 2.04646
H 6.01354 -6.57743 2.25326
H 4.53463 -7.30554 2.89934
H 5.13753 -5.76443 3.53705
H 7.33746 -5.56664 0.41330
H 6.68204 -5.18263 -1.19107
H 5.81465 -6.28786 -0.15173
O 3.73371 1.97202 -0.48478
C 3.62868 2.71747 0.44912
O 3.90006 4.02385 0.27612
C 3.64346 5.01642 1.27058
C 4.77723 5.10437 2.27126
C 3.27873 2.20919 1.82303
H 2.67697 4.84732 1.74725
H 3.56178 5.95911 0.73018
H 4.90135 4.17057 2.82020
H 4.59274 5.90444 2.98980
H 5.71997 5.30146 1.75861
H 4.17967 1.81990 2.29599
H 2.55508 1.40266 1.72284
H 2.82344 2.95535 2.47040
O 0.68378 1.47330 -4.58161
C -0.24236 1.64786 -5.32265
O -1.46849 1.33222 -4.89027
C -2.67602 1.60149 -5.60495
C -2.97993 0.49622 -6.59204
C -0.04270 2.12938 -6.73573
H -2.64390 2.59091 -6.06686
H -3.46338 1.63405 -4.85401
H -2.20241 0.40967 -7.35432
H -3.93362 0.67544 -7.09296
H -3.02665 -0.45502 -6.07588
H 0.23584 1.28261 -7.36184
H 0.76716 2.85679 -6.73733
H -0.91177 2.62498 -7.16330
O -1.93399 6.60824 1.37998
C -2.81132 5.79344 1.48025
O -4.01542 6.18432 1.93223
C -5.16374 5.33359 1.93261
C -5.19531 4.44394 3.15794
C -2.57436 4.33699 1.19307
H -5.22560 4.76524 1.00322
H -6.02429 6.00278 1.94575
H -4.33809 3.77102 3.18817
H -6.10503 3.84209 3.17133
H -5.15951 5.04886 4.06511
H -2.11581 3.87129 2.06439
H -1.89374 4.25702 0.34780
H -3.47074 3.78534 0.92247
O -3.00647 -0.82910 -3.94156
C -3.25299 -1.89572 -3.44766
O -4.12641 -1.95710 -2.43580
C -4.60643 -3.18163 -1.87147
C -3.65159 -3.72049 -0.82591
C -2.53139 -3.14180 -3.88355
H -4.82709 -3.90942 -2.65510
H -5.55740 -2.93432 -1.40127
H -2.67895 -3.96268 -1.25539
H -4.05794 -4.62141 -0.36472
H -3.47927 -2.97514 -0.04894
H -1.56370 -3.18203 -3.38476
H -2.37639 -3.08940 -4.96022
H -3.07764 -4.06193 -3.68880
```

The following is a DFT calculation (ωB97M-V/def2-TZVPD) of a cluster of 3 separate species, C6H16O2 in total.

## Properties
SMILES: C=C(C)C.CO.CO
Energy above the lowest of the compared OMol25 structures with the same formula, charge and spin (kcal per mole): 27.7
Total energy (eV): -10575.3397
Spin multiplicity: 1
Frontier orbital gap (eV): 10.4

Geometry as XYZ:
```
24
C6H16O2 ωB97M-V/def2-TZVPD
C -1.16643 0.86232 1.36049
C -1.61647 0.07250 0.39463
C -1.84518 -1.39195 0.59605
C -1.89692 0.57189 -0.98711
H -1.04955 1.92467 1.21527
H -0.96872 0.49123 2.35346
H -1.47685 -1.72297 1.56417
H -2.91205 -1.61113 0.53550
H -1.34494 -1.95340 -0.19049
H -1.91128 1.65809 -1.02347
H -1.11696 0.20725 -1.65464
H -2.85108 0.18938 -1.34461
C 1.44126 -2.17974 -0.88169
O 0.98726 -0.89698 -1.22326
H 2.51098 -2.29623 -1.08815
H 0.88870 -2.89144 -1.49464
H 1.26116 -2.40366 0.17624
H 1.43099 -0.25823 -0.63575
C 2.13761 2.20288 0.22985
O 1.86384 0.91926 0.74176
H 1.44027 2.47191 -0.56805
H 2.09501 2.96064 1.01630
H 3.14636 2.17172 -0.17589
H 0.95310 0.90206 1.08400
```

The following is a DFT calculation (ωB97M-V/def2-TZVPD) of a structure of composition C17H19AsN2O2Pd.

## Properties
Energy above the lowest of the compared OMol25 structures with the same formula, charge and spin (kcal per mole): 1.2
Total energy (eV): -89328.2819
Net charge: -2
Spin multiplicity: 1
Frontier orbital gap (eV): 5.3

Geometry as XYZ:
```
42
C17H19AsN2O2Pd ωB97M-V/def2-TZVPD
Pd -1.69106 -0.82269 0.14125
O -1.45835 -2.85850 -1.45209
C -0.29002 -3.36765 -1.46872
C -0.13529 -4.78193 -1.41219
C 1.06117 -5.45612 -1.43447
C 2.27063 -4.71033 -1.61642
C 2.16605 -3.32716 -1.63848
C 0.95844 -2.62356 -1.55562
C 1.02414 -1.14524 -1.59905
N 0.06009 -0.29675 -1.45748
N 0.58202 1.02016 -1.56288
C -0.39420 1.92725 -1.58485
O -1.64844 1.89127 -1.51462
C 0.19060 3.32383 -1.56917
C -0.61755 4.35919 -1.13929
C -0.12324 5.65793 -0.95256
C 1.19498 5.95842 -1.31775
C 2.00665 4.92172 -1.74735
C 1.51554 3.62349 -1.84713
H -1.02463 -5.35973 -1.27278
H 1.07742 -6.54456 -1.23606
H 3.24030 -5.18975 -1.57701
H 3.03621 -2.72804 -1.71899
H 2.04131 -0.74721 -1.74516
H -1.65453 4.14544 -0.91059
H -0.72523 6.42749 -0.55497
H 1.58514 6.95750 -1.12461
H 3.06700 5.12695 -1.97227
H 2.14439 2.80785 -2.18433
C -0.70171 0.47845 3.98279
As -0.77521 -0.59677 2.34095
C -2.68585 0.01499 2.05703
C -1.00142 -2.39197 3.24321
H -1.56821 0.28028 4.65504
H -0.58303 1.49712 3.65215
H 0.22617 0.25682 4.53878
H -3.35885 -0.53937 2.73171
H -3.25105 0.07525 1.10600
H -2.58045 1.03463 2.50010
H -1.73031 -2.95072 2.66964
H -1.38662 -2.37545 4.25671
H -0.06300 -2.97251 3.29152
```

Copy entry 6 word for word.
The following is a DFT calculation (ωB97M-V/def2-TZVPD) of a structure of composition C17H19AsN2O2Pd.

## Properties
Energy above the lowest of the compared OMol25 structures with the same formula, charge and spin (kcal per mole): 1.2
Total energy (eV): -89328.2819
Net charge: -2
Spin multiplicity: 1
Frontier orbital gap (eV): 5.3

Geometry as XYZ:
```
42
C17H19AsN2O2Pd ωB97M-V/def2-TZVPD
Pd -1.69106 -0.82269 0.14125
O -1.45835 -2.85850 -1.45209
C -0.29002 -3.36765 -1.46872
C -0.13529 -4.78193 -1.41219
C 1.06117 -5.45612 -1.43447
C 2.27063 -4.71033 -1.61642
C 2.16605 -3.32716 -1.63848
C 0.95844 -2.62356 -1.55562
C 1.02414 -1.14524 -1.59905
N 0.06009 -0.29675 -1.45748
N 0.58202 1.02016 -1.56288
C -0.39420 1.92725 -1.58485
O -1.64844 1.89127 -1.51462
C 0.19060 3.32383 -1.56917
C -0.61755 4.35919 -1.13929
C -0.12324 5.65793 -0.95256
C 1.19498 5.95842 -1.31775
C 2.00665 4.92172 -1.74735
C 1.51554 3.62349 -1.84713
H -1.02463 -5.35973 -1.27278
H 1.07742 -6.54456 -1.23606
H 3.24030 -5.18975 -1.57701
H 3.03621 -2.72804 -1.71899
H 2.04131 -0.74721 -1.74516
H -1.65453 4.14544 -0.91059
H -0.72523 6.42749 -0.55497
H 1.58514 6.95750 -1.12461
H 3.06700 5.12695 -1.97227
H 2.14439 2.80785 -2.18433
C -0.70171 0.47845 3.98279
As -0.77521 -0.59677 2.34095
C -2.68585 0.01499 2.05703
C -1.00142 -2.39197 3.24321
H -1.56821 0.28028 4.65504
H -0.58303 1.49712 3.65215
H 0.22617 0.25682 4.53878
H -3.35885 -0.53937 2.73171
H -3.25105 0.07525 1.10600
H -2.58045 1.03463 2.50010
H -1.73031 -2.95072 2.66964
H -1.38662 -2.37545 4.25671
H -0.06300 -2.97251 3.29152
```

Q: Number 3 is which compound?
A: C8H12N2

Repeat the sixth record exactly.
The following is a DFT calculation (ωB97M-V/def2-TZVPD) of a structure of composition C17H19AsN2O2Pd.

## Properties
Energy above the lowest of the compared OMol25 structures with the same formula, charge and spin (kcal per mole): 1.2
Total energy (eV): -89328.2819
Net charge: -2
Spin multiplicity: 1
Frontier orbital gap (eV): 5.3

Geometry as XYZ:
```
42
C17H19AsN2O2Pd ωB97M-V/def2-TZVPD
Pd -1.69106 -0.82269 0.14125
O -1.45835 -2.85850 -1.45209
C -0.29002 -3.36765 -1.46872
C -0.13529 -4.78193 -1.41219
C 1.06117 -5.45612 -1.43447
C 2.27063 -4.71033 -1.61642
C 2.16605 -3.32716 -1.63848
C 0.95844 -2.62356 -1.55562
C 1.02414 -1.14524 -1.59905
N 0.06009 -0.29675 -1.45748
N 0.58202 1.02016 -1.56288
C -0.39420 1.92725 -1.58485
O -1.64844 1.89127 -1.51462
C 0.19060 3.32383 -1.56917
C -0.61755 4.35919 -1.13929
C -0.12324 5.65793 -0.95256
C 1.19498 5.95842 -1.31775
C 2.00665 4.92172 -1.74735
C 1.51554 3.62349 -1.84713
H -1.02463 -5.35973 -1.27278
H 1.07742 -6.54456 -1.23606
H 3.24030 -5.18975 -1.57701
H 3.03621 -2.72804 -1.71899
H 2.04131 -0.74721 -1.74516
H -1.65453 4.14544 -0.91059
H -0.72523 6.42749 -0.55497
H 1.58514 6.95750 -1.12461
H 3.06700 5.12695 -1.97227
H 2.14439 2.80785 -2.18433
C -0.70171 0.47845 3.98279
As -0.77521 -0.59677 2.34095
C -2.68585 0.01499 2.05703
C -1.00142 -2.39197 3.24321
H -1.56821 0.28028 4.65504
H -0.58303 1.49712 3.65215
H 0.22617 0.25682 4.53878
H -3.35885 -0.53937 2.73171
H -3.25105 0.07525 1.10600
H -2.58045 1.03463 2.50010
H -1.73031 -2.95072 2.66964
H -1.38662 -2.37545 4.25671
H -0.06300 -2.97251 3.29152
```